No. 1
Below is a gas-phase ion, C8H12N3 (charge +1), with properties calculated with ωB97M-V/def2-TZVPD.

Calculated values
Gap between HOMO and LUMO (spin up / spin down), eV: 7.624 / 7.623
Charge: +1
E_LUMO (spin up / spin down), eV: -4.3151 / -4.3152
HOMO (spin up / spin down), eV: -11.939 / -11.938
Spin multiplicity: 1

Structure (XYZ):
```
23
C8H12N3 ωB97M-V/def2-TZVPD
N 1.10834 0.44054 -0.12828
N -0.56390 -1.40821 -0.77010
N -2.81066 -0.88951 -0.60491
C -3.52338 0.11669 -0.01898
C -1.29147 0.61046 0.37197
C 1.14921 -1.71043 1.09645
C 1.34129 1.20402 -1.40854
C 0.87960 -1.02015 -0.22734
C -2.69343 1.03362 0.58737
C -1.47868 -0.62488 -0.33856
C -0.07597 1.09041 0.68111
H 2.39586 1.14414 -1.56815
H -2.99050 2.06255 0.66810
H 1.30469 2.26255 -1.02708
H 1.87916 0.51864 0.44426
H -3.09582 -1.76609 -0.86954
H -4.62302 -0.08076 0.12072
H 0.67118 0.96493 -2.24085
H 0.14531 1.85831 1.37025
H 1.45776 -1.33364 -1.07714
H 1.23235 -0.98108 1.89039
H 2.07985 -2.22102 0.96779
H 0.39444 -2.43953 1.25410
```

Atom-resolved charges from Mulliken, all expressed in e: N -0.116; N -0.673; N -0.064; C -0.142; C 1.212; C -1.446; C -0.855; C 0.344; C -1.132; C 0.133; C -0.886; H 0.413; H 0.322; H 0.401; H 0.289; H 0.237; H 0.372; H 0.311; H 0.539; H 0.552; H 0.410; H 0.382; H 0.398

=====

No. 2
Below is 2 unconnected molecules or ions with the total composition C8H12N3, with properties calculated with ωB97M-V/def2-TZVPD.

Calculated values
Gap between HOMO and LUMO, eV: 8.551
Charge: +1
E_LUMO, eV: -5.0444
HOMO, eV: -13.596
Spin multiplicity: 1

Structure (XYZ):
```
23
C8H12N3 ωB97M-V/def2-TZVPD
N 0.28263 1.02277 -1.18432
N -0.86308 -0.83664 -0.21159
N -1.79868 -1.55693 -2.71426
C -0.98939 -0.53248 -2.61909
C 1.42956 1.42795 -1.46550
C -0.39737 -0.15704 -1.39755
C -1.73281 -1.83785 -0.34847
C -2.20066 -2.17686 -1.57615
C 1.92332 1.27231 1.84897
C 0.37785 1.14612 2.05214
C -0.28093 0.03778 2.40033
H 2.42040 0.31066 1.53978
H -2.75911 -3.01944 -1.82793
H -0.58329 -0.05064 -3.55893
H 2.11815 1.93676 1.03856
H -0.17436 2.04481 1.93891
H 2.15442 0.80163 -1.89572
H -1.86804 -2.42101 0.55744
H 1.62583 2.53669 -1.32633
H 2.51674 1.71508 2.76756
H -1.28859 -0.05108 2.59573
H 0.35478 -0.81552 2.70837
H -0.26736 -0.79707 0.67807
```

Atom-resolved charges from Mulliken, all expressed in e: N -0.208; N 0.117; N -0.436; C -0.255; C -0.367; C 0.373; C 0.011; C -0.459; C -0.927; C 0.050; C -1.143; H 0.294; H 0.436; H 0.336; H 0.246; H 0.387; H 0.352; H 0.418; H 0.354; H 0.304; H 0.427; H 0.395; H 0.294

=====

No. 3
Below is 2 unconnected molecules or ions with the total composition C8H12N3O, with properties calculated with ωB97M-V/def2-TZVPD.

Calculated values
Gap between HOMO and LUMO, eV: 9.306
Charge: +1
E_LUMO, eV: -3.3710
HOMO, eV: -12.677
Spin multiplicity: 1

Structure (XYZ):
```
24
C8H12N3O ωB97M-V/def2-TZVPD
O 1.77138 2.24598 0.55129
N 0.43014 -1.47917 -1.31595
N -2.17598 0.08142 0.58048
N -0.79440 -0.92834 -0.95042
C -0.96618 -0.08499 0.05224
C 1.39041 2.03628 1.82123
C 1.01421 1.50028 -0.24991
C -0.61488 -2.04962 1.93189
C 0.35421 1.16454 1.86760
C 0.10122 0.78358 0.51085
C 0.03025 -2.83562 1.30264
C 1.18706 1.64691 -1.71466
H -2.96847 -0.47253 0.29902
H 0.41539 1.11583 -2.26194
H -0.13925 0.80631 2.74684
H 1.18973 -1.07248 -0.78098
H -1.57287 -1.51720 -1.24281
H 0.60226 -1.40196 -2.31513
H 1.92263 2.55205 2.59557
H 1.14071 2.70286 -1.97713
H -2.31440 0.79429 1.27967
H 2.17300 1.29607 -2.02332
H 0.58899 -3.48592 0.69656
H -1.17600 -1.47281 2.60684
```

Atom-resolved charges from Mulliken, all expressed in e: O -0.314; N -0.624; N -0.340; N 0.119; C 0.093; C -0.685; C 0.091; C -0.326; C -0.675; C 1.302; C -0.496; C -1.411; H 0.229; H 0.337; H 0.401; H 0.326; H 0.261; H 0.288; H 0.476; H 0.406; H 0.252; H 0.343; H 0.437; H 0.509

=====

No. 4
Below is a gas-phase ion, C8H12N3O4 (charge +1), with properties calculated with ωB97M-V/def2-TZVPD.

Calculated values
Gap between HOMO and LUMO, eV: 8.885
Charge: +1
E_LUMO, eV: -4.8355
HOMO, eV: -13.721
Spin multiplicity: 1

Structure (XYZ):
```
27
C8H12N3O4 ωB97M-V/def2-TZVPD
O 1.66309 0.49420 2.26716
O 0.02258 2.17353 0.35116
O -0.41200 1.79776 -1.84809
O -0.36835 0.59752 2.98545
N -0.47746 -1.09965 -1.09088
N 0.06545 -0.61226 1.12117
N 0.51468 0.30032 2.29016
C -0.21647 1.46752 -0.59231
C -1.65408 3.62274 -2.85342
C 1.84143 -3.09486 2.14152
C -0.29267 0.00895 -0.42974
C -0.32995 -2.23058 -0.36534
C 0.32127 -2.88086 2.04450
C 0.00361 -1.92966 0.95135
C -0.34944 3.19857 -2.20483
H 2.04695 -3.77825 2.95949
H 2.36481 -2.16232 2.33804
H -0.47515 -3.20248 -0.79410
H -2.47643 3.56216 -2.14420
H -0.04851 -2.49029 2.99398
H -1.55839 4.65085 -3.18939
H -1.87792 2.99556 -3.71171
H 0.48557 3.29101 -2.90468
H 2.23388 -3.52796 1.22542
H -0.71535 -1.10022 -2.08177
H -0.16917 -3.83300 1.84530
H -0.14197 3.78170 -1.30426
```

Atom-resolved charges from Mulliken, all expressed in e: O -0.418; O -0.549; O -0.310; O -0.454; N 0.028; N 0.089; N 0.891; C 0.574; C -1.143; C -1.019; C -0.021; C -0.687; C -0.762; C 0.931; C -0.216; H 0.356; H 0.307; H 0.466; H 0.323; H 0.313; H 0.385; H 0.311; H 0.300; H 0.345; H 0.264; H 0.367; H 0.327

=====

No. 5
Below is a gas-phase ion, C8H12N3OS (charge +1), with properties calculated with ωB97M-V/def2-TZVPD.

Calculated values
Gap between HOMO and LUMO (spin up / spin down), eV: 4.756 / 4.730
Charge: +1
E_LUMO (spin up / spin down), eV: -6.7187 / -6.7319
HOMO (spin up / spin down), eV: -11.475 / -11.462
Spin multiplicity: 1

Structure (XYZ):
```
25
C8H12N3OS ωB97M-V/def2-TZVPD
S 2.26665 1.20038 -0.87131
O 0.01894 -2.21179 0.99022
N -0.89383 0.85750 0.68121
N -0.37763 1.14192 1.76450
N 1.27414 -1.29454 -0.92751
C -1.78547 0.04438 -1.14207
C 2.83321 1.84827 0.77280
C -1.29660 1.93647 -0.22752
C -1.27916 -0.28166 0.08633
C 1.68438 -0.23092 -0.25498
C 0.67504 -2.47107 -0.20133
C -1.82377 1.41908 -1.29135
C -1.25991 -1.66398 0.72056
H -2.13986 2.13344 -2.08999
H 2.74342 0.90199 1.36610
H 0.07798 -3.05439 -0.92367
H -1.87792 -2.43259 0.03535
H -1.66619 -1.66083 1.79660
H 1.11452 -1.32879 -1.94448
H -0.13160 0.31777 2.43132
H -2.04017 -0.74397 -1.81464
H 1.50062 -2.98890 0.19988
H -1.33989 2.90468 0.30623
H 3.66681 2.51594 0.78745
H 2.05447 2.58232 1.08308
```

Atom-resolved charges from Mulliken, all expressed in e: S 0.015; O -0.301; N 0.913; N -0.919; N 0.069; C -0.139; C -0.686; C -0.275; C 0.591; C -0.492; C -0.501; C -0.733; C -0.877; H 0.410; H 0.278; H 0.391; H 0.342; H 0.310; H 0.311; H 0.353; H 0.560; H 0.332; H 0.468; H 0.388; H 0.193

=====

Number 1: maximum force 4.44 eV/A, electronic energy -475.97583 Eh. Number 2: maximum force 3.70 eV/A, electronic energy -475.95385 Eh. Number 3: maximum force 1.27 eV/A, electronic energy -551.20178 Eh. Number 4: maximum force 7.21 eV/A, electronic energy -776.84721 Eh. Number 5: maximum force 4.69 eV/A, electronic energy -949.24602 Eh.